ORCA calculation (ωB97M-V/def2-TZVPD) on a structure of composition C19H46AlCl3F8O8S7 in a non-equilibrium geometry.

Computed properties:
LUMO energy: -3.60 eV
E_HOMO: -8.2 eV
Total charge: 0
Frontier orbital gap: 4.573 eV

Atoms and positions in Å:
Al 0.562 -0.540 0.135
Cl 1.358 -3.880 0.780
Cl -1.110 1.823 1.984
Cl -1.307 1.058 -2.312
C -4.084 2.979 -0.677
C -4.881 2.346 -1.888
C -4.332 2.908 -3.279
F -5.229 2.637 -4.240
F -3.831 4.158 -3.449
F -4.794 0.950 -1.871
F -6.230 2.560 -1.839
O -4.547 4.297 -0.329
C -3.702 5.154 0.479
C -2.410 5.550 -0.262
F -2.817 6.051 -1.436
F -1.614 6.385 0.433
F -4.542 6.135 0.840
F -3.535 4.604 1.678
H -3.005 2.828 -0.658
H -4.318 2.288 0.133
H -3.409 2.354 -3.455
H -1.828 4.672 -0.543
C 4.319 2.910 -0.484
S 2.640 2.903 -1.092
O 2.176 1.401 -1.063
C 1.766 4.027 0.136
H 4.920 2.800 -1.386
H 4.558 2.302 0.389
H 4.735 3.868 -0.175
H 0.758 3.618 0.071
H 1.967 5.031 -0.239
H 2.150 3.643 1.081
C -3.622 -1.823 -2.751
S -1.842 -2.665 -2.773
O -0.972 -2.115 -1.591
C -2.189 -4.361 -2.355
H -3.518 -0.805 -3.126
H -4.231 -1.777 -1.849
H -4.196 -2.361 -3.505
H -3.026 -4.870 -2.833
H -2.395 -4.519 -1.296
H -1.229 -4.848 -2.527
C 5.486 -0.250 -1.898
S 4.891 -0.586 -0.202
O 3.381 -0.845 -0.231
C 5.453 -2.344 0.072
H 5.553 0.806 -2.161
H 4.813 -0.765 -2.583
H 6.507 -0.603 -2.042
H 5.261 -2.934 -0.824
H 5.058 -2.930 0.902
H 6.540 -2.270 0.099
C 1.030 -1.518 -4.894
S 2.447 -1.685 -3.731
O 1.922 -1.129 -2.410
C 2.335 -3.481 -3.621
H 1.093 -0.536 -5.363
H 0.119 -1.818 -4.376
H 1.386 -2.191 -5.675
H 2.956 -3.906 -2.832
H 2.698 -3.790 -4.601
H 1.334 -3.902 -3.529
C 0.598 -2.758 5.286
S 0.359 -1.098 4.376
O 0.839 -1.509 2.921
C -1.474 -1.207 4.209
H 0.318 -3.649 4.725
H 0.114 -2.945 6.245
H 1.609 -2.759 5.692
H -1.846 -0.526 3.443
H -1.935 -0.809 5.113
H -2.037 -2.099 3.935
C 2.582 1.927 4.171
S 3.345 0.587 3.138
O 2.633 0.643 1.756
C 5.054 1.260 2.992
H 2.339 1.282 5.015
H 1.717 2.422 3.728
H 3.235 2.727 4.521
H 5.660 1.393 3.888
H 4.993 2.262 2.567
H 5.597 0.564 2.352
C -4.651 -1.841 1.761
S -3.302 -2.667 0.736
O -2.004 -1.821 0.989
C -3.124 -4.102 1.672
H -4.347 -1.872 2.808
H -5.687 -2.173 1.681
H -4.719 -0.767 1.589
H -3.053 -3.930 2.746
H -2.278 -4.738 1.411
H -3.961 -4.795 1.578

***

ORCA calculation (ωB97M-V/def2-TZVPD) on a cluster of 2 separate species, H3N3O2 in total in a non-equilibrium geometry.

Computed properties:
LUMO energy (alpha / beta): 0.28 / -0.95 eV
E_HOMO (alpha / beta): -9.0 / -7.8 eV
Total charge: 0
Energy relative to the best compared isomer or geometry (same formula, charge and spin): 39.6 kcal/mol
Frontier orbital gap (alpha / beta): 9.289 / 6.844 eV

Atoms and positions in Å:
N 1.212 0.159 0.137
N 0.657 -0.863 0.620
N -1.498 0.133 -0.085
O -0.991 1.183 -0.473
O -2.583 -0.276 -0.215
H 1.465 0.302 -0.823
H 1.594 0.795 0.885
H 0.145 -1.433 -0.046